# 1
This record from OMol25 describes an isolated molecule of C4H7NO2 at a distorted geometry. The level of theory is the ωB97M-V functional and the def2-TZVPD basis.

Properties
Largest force on an atom (eV/A): 1.2
Kohn-Sham gap (alpha / beta) (Eh): 0.3046 / 0.3046
Molar mass (g/mol): 101.10
SMILES string: O/C=C/C/C=N/O
Total charge: 0
HOMO level (alpha / beta) (eV): -8.03 / -8.03

Atoms and positions in Å:
O (1.765, 1.651, -1.050)
N (1.708, 0.339, -0.580)
C (0.572, -0.162, -0.834)
C (-0.051, -1.390, -0.255)
C (-1.329, -0.682, 0.175)
C (-1.036, 0.631, 0.545)
O (-0.919, 0.963, 1.842)
H (2.708, 1.855, -1.024)
H (0.446, -1.764, 0.662)
H (-0.063, -2.208, -0.980)
H (-2.068, -1.196, 0.786)
H (-0.197, 0.283, -1.474)
H (-0.955, 1.523, -0.075)
H (-0.580, 0.156, 2.262)

# 2
This record from OMol25 describes a structure of composition C4H7NO2 at a distorted geometry. The level of theory is the ωB97M-V functional and the def2-TZVPD basis.

Properties
Largest force on an atom (eV/A): 4.8
Kohn-Sham gap (alpha / beta) (Eh): 0.3005 / 0.3005
Molar mass (g/mol): 101.10
Total charge: 0
HOMO level (alpha / beta) (eV): -8.41 / -8.42

Atoms and positions in Å:
C (0.773, -0.482, 1.031)
C (0.292, -1.597, 0.580)
C (1.253, 0.229, 2.243)
C (-1.466, 0.707, -1.788)
N (-0.092, 0.276, -1.821)
O (0.654, 0.281, -0.638)
O (0.031, -2.524, -0.012)
H (1.549, 1.311, 2.178)
H (0.435, 0.036, 3.009)
H (2.120, -0.329, 2.583)
H (-2.159, 0.053, -1.231)
H (-1.502, 1.687, -1.203)
H (-1.828, 1.109, -2.755)
H (-0.059, -0.759, -2.176)

# 3
This record from OMol25 describes an isolated molecule of C4H7NO2. The level of theory is the ωB97M-V functional and the def2-TZVPD basis.

Properties
Largest force on an atom (eV/A): 0.4
Kohn-Sham gap (Eh): 0.3838
Molar mass (g/mol): 101.10
SMILES string: C[C@@H](C=O)C(N)=O
Total charge: 0
HOMO level (eV): -9.79

Atoms and positions in Å:
C (-0.823, -1.122, 0.367)
C (-0.420, 0.207, -0.274)
C (-1.223, 1.372, 0.293)
O (-2.181, 1.222, 1.012)
C (1.068, 0.556, -0.177)
O (1.456, 1.680, 0.095)
N (1.930, -0.465, -0.430)
H (-0.429, -1.201, 1.385)
H (-1.913, -1.181, 0.428)
H (-0.469, -1.983, -0.211)
H (-0.654, 0.176, -1.352)
H (-0.883, 2.377, -0.008)
H (1.624, -1.384, -0.706)
H (2.916, -0.253, -0.421)

# 4
This record from OMol25 describes an isolated molecule of C4H7NO2. The level of theory is the ωB97M-V functional and the def2-TZVPD basis.

Properties
Largest force on an atom (eV/A): 0.4
Kohn-Sham gap (Eh): 0.3943
Molar mass (g/mol): 101.10
SMILES string: C[C@@]1(C(N)=O)CO1
Total charge: 0
HOMO level (eV): -9.82

Atoms and positions in Å:
C (1.008, -1.274, 0.194)
C (0.327, 0.043, -0.085)
C (1.066, 1.225, -0.516)
O (0.305, 0.451, -1.448)
C (-0.958, 0.268, 0.692)
O (-0.939, 0.591, 1.866)
N (-2.096, 0.013, -0.003)
H (1.986, -1.308, -0.293)
H (1.132, -1.416, 1.271)
H (0.398, -2.095, -0.198)
H (0.673, 2.218, -0.304)
H (2.148, 1.159, -0.626)
H (-2.972, 0.211, 0.456)
H (-2.077, -0.085, -1.005)

# 5
This record from OMol25 describes a cluster of 2 separate species, C4H7NO2 in total. The level of theory is the ωB97M-V functional and the def2-TZVPD basis.

Properties
Largest force on an atom (eV/A): 0.5
Kohn-Sham gap (Eh): 0.3026
Molar mass (g/mol): 101.10
SMILES string: N[C@]12C[C@@H]1O2.C=O
Total charge: 0
HOMO level (eV): -7.72

Atoms and positions in Å:
N (0.751, 2.002, 1.160)
C (0.331, 0.875, 0.574)
O (0.734, -0.281, 0.976)
C (-0.274, 0.689, -0.736)
C (0.856, -0.411, -0.686)
C (-1.119, -2.387, -0.272)
O (-2.002, -2.212, -1.080)
H (1.373, 1.934, 1.952)
H (0.364, 2.897, 0.908)
H (-0.166, 1.535, -1.420)
H (-1.265, 0.231, -0.793)
H (1.823, 0.097, -0.856)
H (-1.047, -1.787, 0.653)
H (-0.359, -3.182, -0.378)

# 6
This record from OMol25 describes a cluster of 2 separate species, C4H7NO2 in total. The level of theory is the ωB97M-V functional and the def2-TZVPD basis.

Properties
Largest force on an atom (eV/A): 0.8
Kohn-Sham gap (Eh): 0.3597
Molar mass (g/mol): 101.10
SMILES string: C=C1CN1.O=CO
Total charge: 0
HOMO level (eV): -8.98

Atoms and positions in Å:
O (-1.180, 1.135, -1.527)
C (0.358, 1.411, 0.533)
C (0.454, 0.117, 0.767)
C (1.168, -1.135, 0.855)
N (-0.139, -0.898, 1.533)
C (-0.660, -0.101, -1.498)
O (-1.249, -1.083, -1.114)
H (-2.004, 1.105, -1.013)
H (1.044, 1.953, -0.112)
H (-0.483, 1.970, 0.932)
H (2.017, -1.133, 1.531)
H (1.201, -1.863, 0.047)
H (-0.875, -1.374, 1.006)
H (0.346, -0.104, -1.938)

# 7
This record from OMol25 describes a structure of composition C4H7NO2 at a distorted geometry. The level of theory is the ωB97M-V functional and the def2-TZVPD basis.

Properties
Largest force on an atom (eV/A): 1.1
Kohn-Sham gap (Eh): 0.2602
Molar mass (g/mol): 101.10
Total charge: 0
HOMO level (eV): -7.08

Atoms and positions in Å:
N (1.750, 0.816, 1.534)
C (0.694, 0.334, 0.905)
O (-0.479, 0.811, 1.029)
C (0.471, -0.836, 0.024)
C (-1.007, -0.392, 0.057)
C (-1.419, 0.116, -1.658)
O (-1.139, -0.830, -2.459)
H (1.650, 1.608, 2.156)
H (2.664, 0.411, 1.402)
H (0.784, -1.780, 0.484)
H (0.840, -0.775, -1.005)
H (-1.585, -0.990, 0.782)
H (-0.747, 1.026, -1.666)
H (-2.474, 0.480, -1.585)

# 8
This record from OMol25 describes an isolated molecule of C4H7NO2. The level of theory is the ωB97M-V functional and the def2-TZVPD basis.

Properties
Largest force on an atom (eV/A): 0.4
Kohn-Sham gap (Eh): 0.3979
Molar mass (g/mol): 101.10
SMILES string: NC(=O)C[C@H]1CO1
Total charge: 0
HOMO level (eV): -10.01

Atoms and positions in Å:
N (1.848, 0.496, 1.703)
C (0.632, 0.578, 1.092)
O (-0.215, 1.387, 1.427)
C (0.420, -0.404, -0.049)
C (-1.032, -0.487, -0.444)
C (-1.531, 0.053, -1.706)
O (-1.311, -1.342, -1.542)
H (2.034, 1.110, 2.481)
H (2.503, -0.243, 1.501)
H (0.776, -1.402, 0.236)
H (1.028, -0.089, -0.908)
H (-1.736, -0.571, 0.385)
H (-0.842, 0.554, -2.388)
H (-2.573, 0.357, -1.788)

# 9
This record from OMol25 describes an isolated molecule of C4H7NO2. The level of theory is the ωB97M-V functional and the def2-TZVPD basis.

Properties
Largest force on an atom (eV/A): 0.5
Kohn-Sham gap (Eh): 0.3921
Molar mass (g/mol): 101.10
SMILES string: C[C@H]1[C@H](C=O)N1O
Total charge: 0
HOMO level (eV): -9.77

Atoms and positions in Å:
C (1.521, -1.016, -0.718)
C (0.578, 0.016, -0.162)
N (-0.037, -0.231, 1.123)
O (-0.126, 0.965, 1.885)
C (-0.901, -0.203, -0.061)
C (-1.748, 0.966, -0.429)
O (-2.565, 0.898, -1.319)
H (1.288, -2.002, -0.307)
H (1.441, -1.063, -1.809)
H (2.555, -0.768, -0.458)
H (0.039, 0.637, 2.778)
H (-1.329, -1.168, -0.326)
H (-1.565, 1.908, 0.121)
H (0.851, 1.060, -0.317)